Record 1
ORCA calculation (ωB97M-V/def2-TZVPD) on C27H30IrN3O4S5Se4 as an isolated structure at a distorted geometry.

Calculated values
* 2S+1: 2
* calculated total energy: -359550.0049 eV
* HOMO-LUMO gap (spin up / spin down): 5.7 / 5.7 eV
* highest occupied orbital energy (spin up / spin down): -4.383 / -4.384 eV
* E_LUMO (spin up / spin down): 1.27 / 1.27 eV
* net charge: -1

Each line ends with the Löwdin spin population.
Atoms and positions in Å:
Ir: 1.562 -0.235 -1.206  0.00
Se: 3.682 0.364 -2.262  0.32
Se: 3.336 0.711 -4.409  0.59
Se: -1.233 0.143 -5.722  0.00
Se: -2.117 -0.981 -4.107  0.00
C: -6.464 5.268 0.819  0.00
C: -5.775 4.205 0.002  0.00
C: -6.272 3.871 -1.251  0.00
C: -5.646 2.899 -2.018  0.00
C: -4.526 2.250 -1.536  0.00
C: -4.029 2.559 -0.269  0.00
N: -2.880 1.931 0.217  0.00
C: -2.486 0.625 0.008  0.00
C: -3.361 -0.371 -0.423  0.00
C: -2.934 -1.681 -0.579  0.00
C: -1.632 -2.044 -0.285  0.00
C: -0.764 -1.059 0.169  0.00
C: -1.156 0.269 0.298  0.00
C: -0.149 1.294 0.763  0.00
O: -0.505 2.156 1.558  0.00
O: 1.053 1.184 0.314  0.00
C: -4.650 3.546 0.509  0.00
C: -4.111 3.906 1.870  0.00
H: -7.286 5.708 0.256  0.00
H: -5.776 6.069 1.098  0.00
H: -6.874 4.857 1.745  0.00
H: -7.147 4.384 -1.632  0.00
H: -6.021 2.656 -3.003  0.00
H: -4.008 1.524 -2.152  0.00
H: -2.234 2.451 0.800  0.00
H: -4.394 -0.120 -0.618  0.00
H: -3.640 -2.428 -0.918  0.00
H: -1.293 -3.061 -0.409  0.00
H: 0.235 -1.345 0.494  0.00
H: -3.483 3.118 2.279  0.00
H: -4.921 4.086 2.577  0.00
H: -3.508 4.818 1.830  0.00
C: 3.415 -4.859 -0.629  0.00
S: 4.547 -3.474 -0.900  0.00
C: 4.171 -3.087 -2.576  0.01
C: 3.007 -2.656 -3.075  0.00
S: 1.492 -2.344 -2.250  0.00
S: 2.974 -2.488 -4.813  0.03
C: 4.568 -3.028 -5.163  0.01
S: 5.195 -3.193 -6.680  0.02
S: 5.451 -3.380 -3.723  0.00
H: 3.641 -5.255 0.361  0.00
H: 3.585 -5.632 -1.376  0.00
H: 2.385 -4.507 -0.676  0.00
N: 2.598 -1.027 0.275  0.00
C: 3.086 -1.381 1.258  0.00
N: 3.626 -1.820 2.369  0.00
C: 4.699 -1.090 3.042  0.00
C: 4.345 -0.911 4.510  0.00
C: 4.027 -2.260 5.152  0.00
C: 2.889 -2.950 4.400  0.00
C: 3.245 -3.116 2.929  0.00
H: 4.832 -0.132 2.543  0.00
H: 5.629 -1.662 2.944  0.00
H: 3.472 -0.257 4.583  0.00
H: 5.175 -0.421 5.024  0.00
H: 3.755 -2.123 6.199  0.00
H: 4.918 -2.897 5.126  0.00
H: 1.982 -2.346 4.477  0.00
H: 2.677 -3.932 4.828  0.00
H: 2.407 -3.505 2.354  0.00
H: 4.088 -3.808 2.821  0.00
C: -0.230 2.752 -2.143  0.00
C: 0.160 1.722 -3.172  0.00
O: 0.083 2.001 -4.363  0.01
O: 0.533 0.550 -2.793  0.00
H: -0.298 3.732 -2.608  0.00
H: 0.478 2.770 -1.320  0.00
H: -1.206 2.482 -1.740  0.00

Record 2
ORCA calculation (ωB97M-V/def2-TZVPD) on C22H25I2N3OPtSiTe as an isolated structure at a distorted geometry.

Calculated values
* 2S+1: 3
* calculated total energy: -64355.0600 eV
* HOMO-LUMO gap (spin up / spin down): 2.3 / 3.9 eV
* highest occupied orbital energy (spin up / spin down): 1.320 / -0.311 eV
* E_LUMO (spin up / spin down): 3.60 / 3.60 eV
* net charge: -2

Each line ends with the natural charge from an NBO analysis.
Atoms and positions in Å:
Pt: -0.132 -0.676 -1.246  0.81
I: 3.328 -6.779 2.122  0.03
C: 2.247 -5.295 1.073  -0.20
C: 0.867 -5.497 1.012  -0.25
C: 0.104 -4.548 0.289  -0.30
I: -1.919 -4.722 0.482  0.12
C: 0.682 -3.581 -0.507  0.43
O: 0.069 -2.891 -1.436  -0.79
C: 2.090 -3.325 -0.356  -0.09
C: 2.719 -2.117 -1.097  -0.23
N: 2.051 -0.806 -0.875  -0.68
C: 2.321 -0.228 0.495  -0.26
C: 1.184 -0.560 1.426  0.17
C: 1.214 -0.037 2.739  -0.30
C: -0.018 0.036 3.455  -0.39
C: -1.142 -0.511 2.837  -0.26
C: -1.087 -1.068 1.550  -0.05
N: 0.041 -0.994 0.830  -0.62
C: 2.861 -4.201 0.398  -0.24
H: 0.359 -6.354 1.467  0.22
H: 2.643 -2.328 -2.202  0.23
H: 3.747 -2.017 -0.756  0.17
H: 2.421 -0.122 -1.546  0.40
H: 2.470 0.880 0.413  0.22
H: 3.299 -0.530 0.979  0.17
H: 2.212 0.140 3.178  0.19
H: -0.022 0.502 4.442  0.18
H: -2.039 -0.551 3.393  0.19
H: -1.968 -1.464 1.012  0.20
H: 3.933 -4.234 0.242  0.20
C: -3.453 1.562 0.385  -1.17
Si: -2.487 1.471 -1.247  1.91
C: -3.302 0.193 -2.320  -1.19
C: -2.597 3.225 -1.965  -1.18
N: -0.809 1.106 -0.716  -1.12
C: -0.032 2.271 -0.526  0.16
C: 0.071 2.789 0.784  -0.25
C: 0.600 4.066 0.995  -0.23
C: 1.193 4.742 -0.075  -0.28
C: 1.136 4.214 -1.374  -0.24
C: 0.484 2.980 -1.612  -0.25
H: -4.188 2.409 0.374  0.20
H: -2.780 1.757 1.303  0.25
H: -4.038 0.659 0.667  0.22
H: -4.388 0.180 -2.057  0.21
H: -2.874 -0.797 -2.057  0.28
H: -3.096 0.281 -3.370  0.25
H: -2.044 4.018 -1.362  0.24
H: -3.608 3.695 -1.946  0.21
H: -2.271 3.174 -3.027  0.24
H: -0.256 2.133 1.635  0.24
H: 0.553 4.473 2.030  0.20
H: 1.668 5.751 0.103  0.19
H: 1.736 4.609 -2.211  0.20
H: 0.312 2.516 -2.616  0.23
Te: -0.061 0.401 -3.602  -0.58

Record 3
ORCA calculation (ωB97M-V/def2-TZVPD) on the molecule C2H4FNO2 at a distorted geometry.

Calculated values
* calculated total energy: -10439.6777 eV
* HOMO-LUMO gap: 9.9 eV
* highest occupied orbital energy: -9.561 eV
* E_LUMO: 0.39 eV

Each line ends with the natural charge from an NBO analysis.
Atoms and positions in Å:
N: -0.909 1.257 0.244  -0.78
C: -0.801 -0.039 0.193  0.61
O: -1.998 -0.906 0.302  -0.70
C: 0.577 -0.746 -0.107  0.40
O: 1.266 -0.065 -1.037  -0.68
F: 1.161 -0.506 1.236  -0.41
H: -0.102 1.926 0.272  0.44
H: -1.890 1.456 0.431  0.44
H: 0.592 -1.793 -0.302  0.18
H: 2.104 -0.585 -1.232  0.50

> Which of these has the lowest calculated total energy?

C27H30IrN3O4S5Se4

Please write out number 3 again, unchanged.
ORCA calculation (ωB97M-V/def2-TZVPD) on the molecule C2H4FNO2 at a distorted geometry.

Calculated values
* calculated total energy: -10439.6777 eV
* HOMO-LUMO gap: 9.9 eV
* highest occupied orbital energy: -9.561 eV
* E_LUMO: 0.39 eV

Each line ends with the natural charge from an NBO analysis.
Atoms and positions in Å:
N: -0.909 1.257 0.244  -0.78
C: -0.801 -0.039 0.193  0.61
O: -1.998 -0.906 0.302  -0.70
C: 0.577 -0.746 -0.107  0.40
O: 1.266 -0.065 -1.037  -0.68
F: 1.161 -0.506 1.236  -0.41
H: -0.102 1.926 0.272  0.44
H: -1.890 1.456 0.431  0.44
H: 0.592 -1.793 -0.302  0.18
H: 2.104 -0.585 -1.232  0.50

> Among the records above, which one has the lowest calculated total energy?

C27H30IrN3O4S5Se4

> What is the calculated total energy in the first record?

-359550.0049 eV